# 1
Molecular formula: C14H29P2Ti
Method: DFT, ωB97M-V/def2-TZVPD

```
46
Properties=species:S:1:pos:R:3:mulliken_charge:R:1
C -0.958 -0.395 -3.380 -0.299
C -1.748 0.834 -3.287 -0.848
C -0.889 1.900 -2.928 -0.467
C 0.466 1.469 -3.042 -0.759
C 0.501 0.055 -3.358 -0.656
Ti 0.459 -1.193 -1.518 -0.855
P -0.473 -3.453 -1.595 -0.145
H -1.242 -1.308 -3.930 0.472
H -2.820 0.907 -3.433 0.437
H -1.199 2.949 -2.740 0.451
H 1.297 -0.502 -3.866 0.848
H 1.349 2.124 -3.109 0.403
H 0.463 -4.342 -2.245 0.076
H -1.661 -3.848 -2.318 0.069
H -0.700 -4.209 -0.382 0.068
C -1.828 2.191 1.101 -1.592
C -0.323 1.936 0.951 0.727
C 0.460 2.442 2.176 -1.507
P 0.015 0.217 0.344 1.109
C 1.885 0.041 0.201 0.383
C 2.508 -0.209 1.589 -1.756
C 2.517 -1.006 -0.810 -1.176
C -0.644 -0.976 1.672 0.641
C -0.421 -0.594 3.138 -1.661
C -2.126 -1.227 1.380 -1.436
H -2.273 1.612 1.918 0.239
H -2.371 1.975 0.174 0.363
H -1.993 3.252 1.337 0.476
H 0.025 2.519 0.081 0.434
H 0.272 1.850 3.080 0.204
H 1.540 2.487 2.000 0.296
H 0.135 3.468 2.401 0.485
H 2.168 1.053 -0.127 0.500
H 2.196 -1.177 2.002 0.277
H 3.594 -0.235 1.451 0.507
H 2.293 0.577 2.317 0.294
H 2.299 -0.905 -1.957 0.293
H 3.598 -0.804 -0.844 0.550
H 2.356 -2.055 -0.487 0.342
H -0.073 -1.908 1.487 0.256
H -1.040 0.256 3.459 0.256
H -0.736 -1.463 3.735 0.478
H 0.626 -0.403 3.393 0.309
H -2.312 -1.517 0.336 0.254
H -2.458 -2.050 2.026 0.430
H -2.731 -0.338 1.610 0.230
```

orbital gap (alpha / beta) = 5.3 / 5.0 eV
energy relative to the best compared isomer or geometry (same formula, charge and spin) = 30.2 kcal/mol
2S+1 = 2

=====

# 2
Molecular formula: C4H11AgClNO
Method: DFT, ωB97M-V/def2-TZVPD

```
19
Properties=species:S:1:pos:R:3:mulliken_charge:R:1
Ag 16.162 -29.360 14.654 0.614
Cl 16.008 -26.997 13.583 -0.543
C 11.627 -26.549 12.581 -1.411
C 11.679 -25.495 13.694 0.111
C 11.083 -26.076 15.052 -0.480
O 11.099 -25.197 16.108 -0.334
C 10.092 -24.201 16.083 -0.676
N 13.037 -25.158 13.982 -0.110
H 12.055 -26.072 11.701 0.384
H 10.616 -26.889 12.374 0.409
H 12.253 -27.406 12.837 0.386
H 11.045 -24.655 13.397 0.383
H 11.672 -26.945 15.339 0.400
H 10.060 -26.347 14.767 0.369
H 10.140 -23.558 15.193 0.311
H 10.261 -23.563 16.945 0.278
H 9.072 -24.596 16.085 0.324
H 13.620 -26.007 14.028 0.226
H 13.011 -24.653 14.876 0.361
```

total charge = +1
orbital gap (alpha / beta) = 8.2 / 5.0 eV
energy relative to the best compared isomer or geometry (same formula, charge and spin) = 0.0 kcal/mol
2S+1 = 2

=====

# 3
Molecular formula: C17H24O10
Method: DFT, ωB97M-V/def2-TZVPD

```
51
Properties=species:S:1:pos:R:3:mulliken_charge:R:1
C -6.595 -1.029 -0.851 -0.701
O -5.254 -0.599 -0.670 -0.257
C -4.356 -1.575 -0.439 -0.109
O -4.656 -2.744 -0.389 -0.639
C -2.999 -1.045 -0.257 0.139
C -1.987 -1.913 -0.114 -0.580
O -0.704 -1.599 0.090 -0.438
C -0.422 -0.247 0.434 -0.924
O 0.921 -0.011 0.188 0.286
C 1.844 -0.428 1.185 -0.278
O 2.917 0.450 1.177 -0.543
C 3.737 0.439 0.017 0.080
C 3.362 1.569 -0.958 -0.493
O 4.302 1.662 -2.007 -0.589
C 3.718 -0.917 -0.703 -0.011
O 4.883 -1.110 -1.470 -0.635
C 3.630 -2.016 0.358 -0.185
O 3.773 -3.298 -0.195 -0.574
C 2.249 -1.910 1.016 0.181
O 2.220 -2.509 2.285 -0.645
C -1.252 0.766 -0.372 0.518
C -1.180 2.115 0.305 -0.249
C 0.036 2.976 0.176 0.030
O -0.085 4.233 0.791 -0.595
C -2.282 2.350 1.006 -0.856
C -3.284 1.242 0.890 -1.004
C -2.754 0.431 -0.312 0.384
H -7.180 -0.132 -1.033 0.237
H -6.663 -1.712 -1.701 0.298
H -6.951 -1.548 0.041 0.309
H -2.148 -2.982 -0.158 0.506
H -0.647 -0.130 1.511 0.508
H 1.393 -0.319 2.182 0.594
H 4.758 0.613 0.387 0.530
H 2.399 1.345 -1.421 0.030
H 3.279 2.513 -0.408 0.345
H 5.120 2.037 -1.660 0.396
H 2.826 -0.983 -1.346 0.207
H 4.923 -0.386 -2.112 0.419
H 4.409 -1.842 1.119 0.207
H 4.479 -3.243 -0.852 0.425
H 1.521 -2.392 0.346 0.221
H 2.548 -3.411 2.186 0.421
H -0.859 0.770 -1.391 0.517
H 0.283 3.087 -0.893 0.248
H 0.885 2.481 0.660 -0.087
H -0.866 4.675 0.438 0.376
H -2.468 3.214 1.619 0.563
H -4.297 1.604 0.721 0.461
H -3.294 0.637 1.801 0.363
H -3.230 0.823 -1.216 0.593
```

orbital gap = 9.7 eV
energy relative to the best compared isomer or geometry (same formula, charge and spin) = 22.5 kcal/mol
SMILES = COC(=O)C1=CO[C@@H](O[C@@H]2O[C@H](CO)[C@@H](O)[C@H](O)[C@H]2O)[C@@H]2C(CO)=CC[C@H]12

=====

# 4
Molecular formula: C5H9N3
Method: DFT, ωB97M-V/def2-TZVPD

```
17
Properties=species:S:1:pos:R:3:mulliken_charge:R:1
C 1.571 -0.990 0.327 -0.008
C 0.430 -0.364 0.202 -0.174
C -0.318 0.814 0.015 0.843
C -2.127 -0.561 -0.096 0.107
C 2.884 -0.708 -0.299 -1.093
N -1.646 0.663 -0.288 -0.121
N 0.211 2.005 0.215 -0.263
N -3.306 -0.989 0.080 -0.201
H 1.567 -1.928 0.892 0.364
H 3.609 -0.514 0.499 0.366
H 2.852 0.133 -0.986 0.363
H 3.244 -1.607 -0.809 0.370
H -2.196 1.444 -0.668 0.318
H 1.174 2.128 0.497 0.267
H -0.323 2.856 0.083 0.257
H -3.496 -1.991 0.111 0.313
H -4.130 -0.392 0.225 0.292
```

total charge = +2
orbital gap (alpha / beta) = 7.3 / 8.6 eV
energy relative to the best compared isomer or geometry (same formula, charge and spin) = 66.8 kcal/mol

=====

# 5
Molecular formula: C8H9NO4
Method: DFT, ωB97M-V/def2-TZVPD

```
22
Properties=species:S:1:pos:R:3:mulliken_charge:R:1
O 2.875 -1.035 -0.027 -0.470
C 1.743 -0.952 -0.347 0.291
C 0.743 -2.027 -0.644 -0.679
C -0.560 -1.722 0.090 -0.990
C -1.186 -0.437 -0.392 0.166
O -2.321 -0.420 -0.840 -0.596
C -0.374 0.822 -0.308 1.314
O -0.930 1.812 -1.162 -0.689
C -0.255 1.575 1.071 -1.013
C 1.184 2.012 0.987 -0.412
N 1.861 1.613 0.006 -0.706
C 1.068 0.668 -0.743 0.864
O 1.208 0.839 -2.082 -0.634
H 0.452 -2.107 -1.786 0.304
H 1.300 -3.041 -0.574 0.343
H -0.203 -1.766 1.063 0.408
H -1.390 -2.400 0.015 0.407
H -1.866 1.900 -1.271 0.388
H -0.494 0.940 1.910 0.360
H -0.767 2.458 1.079 0.392
H 1.724 2.719 1.534 0.522
H 0.505 1.404 -2.407 0.430
```

orbital gap = 9.7 eV
energy relative to the best compared isomer or geometry (same formula, charge and spin) = 15.4 kcal/mol
SMILES = O=C1CCC(=O)[C@@]2(O)CC=N[C@@]12O

=====

# 6
Molecular formula: CH3O4P
Method: DFT, ωB97M-V/def2-TZVPD

```
9
Properties=species:S:1:pos:R:3:mulliken_charge:R:1
O -2.070 0.590 -0.109 -0.459
C -1.532 -0.167 0.661 0.274
O -0.311 -0.270 1.022 -0.211
P 0.673 0.776 -0.046 0.377
O 2.004 -0.214 -0.018 -0.494
O 0.029 0.103 -1.320 -0.451
H -2.281 -0.875 1.301 0.282
H 2.810 0.025 0.607 0.337
H 0.677 0.033 -2.098 0.346
```

orbital gap = 10.2 eV
energy relative to the best compared isomer or geometry (same formula, charge and spin) = 24.4 kcal/mol
SMILES = O=COP(O)O

=====

# 7
Molecular formula: C2H3O2Tb
Method: DFT, ωB97M-V/def2-TZVPD

```
8
Properties=species:S:1:pos:R:3:mulliken_charge:R:1
H -1.640 -0.374 -0.445 0.408
C 0.748 0.858 -0.516 0.596
O 1.743 0.325 -0.949 -0.304
O 0.210 0.300 0.568 -0.084
C -1.199 0.164 0.395 -0.007
H -1.513 -0.438 1.248 0.352
H -0.663 0.965 -0.879 0.413
Tb 2.315 -1.800 0.580 1.626
```

total charge = +3
orbital gap (alpha / beta) = 5.4 / 5.8 eV
2S+1 = 8

=====

# 8
Molecular formula: C58H45BrCl2CsN5O4PSe
Method: DFT, ωB97M-V/def2-TZVPD

```
118
Properties=species:S:1:pos:R:3:mulliken_charge:R:1
Cs -0.871 0.158 0.622 2.294
C -0.024 4.469 2.643 -0.221
C 1.302 4.069 2.793 -1.027
C 1.617 2.728 2.987 -0.745
C 0.612 1.766 3.064 0.855
C -0.709 2.181 2.936 -1.229
C -1.034 3.515 2.707 -1.011
P 0.892 -0.052 3.233 0.338
C 0.185 -0.147 5.018 0.589
C 0.173 0.869 5.980 -0.237
C -0.316 0.649 7.265 -0.677
C -0.792 -0.607 7.626 -0.558
C -0.781 -1.633 6.691 -0.599
C -0.307 -1.395 5.404 -0.274
C 2.651 -0.243 3.740 -0.268
C 3.337 -0.489 4.896 -0.457
C 4.752 -0.633 4.814 -0.783
C 5.434 -0.528 3.627 -0.845
C 4.737 -0.264 2.415 0.339
C 5.295 -0.104 1.116 -0.956
C 4.462 0.179 0.061 -0.838
C 3.049 0.319 0.222 -0.567
C 2.447 0.164 1.451 0.604
C 3.344 -0.125 2.510 -0.360
H -0.276 5.513 2.495 0.484
H 2.100 4.803 2.765 0.334
H 2.653 2.423 3.080 0.432
H -1.499 1.439 3.016 1.335
H -2.070 3.812 2.593 0.488
H 0.557 1.852 5.725 0.380
H -0.318 1.456 7.990 0.405
H -1.176 -0.780 8.625 0.378
H -1.153 -2.616 6.960 0.372
H -0.314 -2.200 4.673 0.280
H 2.833 -0.579 5.852 0.444
H 5.309 -0.828 5.724 0.383
H 6.514 -0.640 3.614 0.363
H 6.364 -0.208 0.963 0.352
H 4.896 0.297 -0.930 0.406
H 2.463 0.552 -0.670 0.255
C -0.031 -0.333 -3.263 -0.974
O 0.041 0.783 -2.388 -0.019
C 0.076 2.018 -2.940 0.852
C 0.166 2.256 -4.297 -0.432
C 0.196 3.570 -4.753 -0.471
Br 0.292 3.883 -6.621 -0.245
C 0.177 4.631 -3.887 -1.050
C 0.114 4.387 -2.509 0.650
C 0.022 3.092 -2.036 -0.320
O -0.115 2.760 -0.719 0.012
C 0.188 5.560 -1.611 0.014
N -0.278 6.739 -1.910 -0.802
C 0.099 7.552 -0.847 0.407
C -0.137 8.911 -0.642 -0.698
C 0.360 9.490 0.509 -0.562
C 1.090 8.739 1.448 -0.605
C 1.331 7.390 1.262 -0.481
C 0.812 6.817 0.102 0.613
N 0.840 5.530 -0.403 0.119
H -0.915 -0.270 -3.902 0.488
H -0.096 -1.212 -2.628 0.114
H 0.867 -0.409 -3.878 0.406
H 0.208 1.439 -5.002 0.546
H 0.221 5.653 -4.232 0.575
H -0.462 3.502 -0.204 0.211
H -0.691 9.486 -1.375 0.429
H 0.190 10.544 0.695 0.368
H 1.471 9.226 2.337 0.416
H 1.900 6.816 1.981 0.280
H 1.344 4.749 -0.010 0.212
C -1.813 -3.654 -3.280 -1.194
N -2.313 -4.154 -2.020 0.281
C -1.562 -4.778 -1.068 -0.146
Se 0.232 -5.149 -1.025 -0.293
N -2.436 -5.088 -0.074 0.443
C -3.735 -4.684 -0.377 -0.096
C -4.930 -4.784 0.311 -0.255
C -6.049 -4.230 -0.294 -0.428
C -5.969 -3.612 -1.542 -0.779
C -4.768 -3.531 -2.232 -0.518
C -3.655 -4.079 -1.620 0.464
H -0.727 -3.686 -3.246 0.362
H -2.155 -2.629 -3.426 0.335
H -2.165 -4.271 -4.107 0.314
H -2.132 -5.570 0.755 -0.047
H -4.985 -5.246 1.290 0.374
H -6.999 -4.262 0.224 0.437
H -6.857 -3.164 -1.970 0.357
H -4.702 -3.035 -3.191 0.406
Cl -1.664 -6.348 2.973 -0.223
C -3.362 -6.418 3.380 1.107
C -3.943 -7.657 3.552 -0.701
C -5.291 -7.743 3.868 -0.490
C -6.035 -6.577 3.949 -0.675
C -5.447 -5.341 3.736 1.235
Cl -6.489 -3.956 3.662 -0.179
C -4.071 -5.208 3.498 -1.787
N -3.432 -4.012 3.297 0.659
C -3.714 -2.749 3.904 -0.833
C -3.985 -2.660 5.260 0.056
C -4.182 -1.419 5.845 -0.831
C -4.085 -0.274 5.065 -0.895
C -3.810 -0.375 3.708 -0.374
C -3.629 -1.617 3.101 0.259
C -3.363 -1.813 1.625 1.561
C -3.846 -0.679 0.688 -0.293
O -4.748 -0.970 -0.106 -0.669
O -3.209 0.424 0.782 -0.896
H -3.335 -8.545 3.440 0.429
H -5.760 -8.706 4.022 0.382
H -7.099 -6.610 4.146 0.429
H -2.515 -4.083 2.889 0.198
H -4.026 -3.566 5.855 0.643
H -4.384 -1.347 6.906 0.409
H -4.222 0.702 5.514 0.403
H -3.761 0.511 3.086 0.422
H -3.860 -2.713 1.286 -0.816
H -2.280 -1.939 1.468 -0.060
```

total charge = -1
orbital gap = 6.0 eV